# 1
Below is a molecular structure, C40H83AlN3O3S2, with properties calculated with ωB97M-V/def2-TZVPD.

**Energy**: -81703.9241 eV
**LUMO level (spin up / spin down)**: 1.688 / 1.566 eV
**HOMO-LUMO gap (spin up / spin down)**: 6.658 / 6.535 eV
**Highest occupied orbital energy (spin up / spin down)**: -4.97 / -4.97 eV
**Largest force on an atom**: 0.9 eV/Å
**⟨S²⟩**: 2.0083

```
! RIJCOSX wB97M-V def2-TZVPD def2/J DEFGRID3
* xyz -1 3
C -2.2527 5.0809 -1.2865
C -3.3070 3.9778 -1.1787
C -2.7514 2.6209 -0.7084
C -3.2468 1.4466 -1.5603
C -2.4730 1.3379 -2.8787
C -1.1848 0.5274 -2.7449
C -0.4792 0.2731 -4.0745
C 0.2839 1.5155 -4.5597
N 1.7370 1.3471 -4.5418
C 2.4344 2.6130 -4.2247
C 2.2095 3.6939 -5.2945
C 1.3432 4.8799 -4.8356
C 1.8131 6.2651 -5.3056
C 1.0790 6.8446 -6.5220
C 0.9677 5.9018 -7.7298
C -0.2001 4.8999 -7.7570
C -1.5328 5.4477 -7.2439
C 2.2889 0.5119 -5.4600
S 1.4380 -0.2666 -6.6414
S 4.0531 0.3409 -5.3830
C 4.3805 -0.5846 -3.8280
C 3.3940 -0.6387 -2.6632
C 3.1896 0.5974 -1.7750
Al 4.5261 2.1426 -1.6945
C 3.3598 3.7740 -1.3087
O 4.0773 4.8483 -0.6793
C 3.3271 6.0145 -0.5268
H -2.0114 5.4931 -0.3039
H -1.3232 4.6984 -1.7143
H -2.5984 5.9068 -1.9108
H -4.0885 4.3012 -0.4851
H -3.7975 3.8540 -2.1491
H -3.0132 2.4485 0.3394
H -1.6572 2.6509 -0.7455
H -3.1369 0.5142 -0.9962
H -4.3160 1.5701 -1.7588
H -3.0988 0.9058 -3.6668
H -2.2170 2.3508 -3.2169
H -0.4963 1.0872 -2.1017
H -1.4074 -0.4152 -2.2353
H -1.1889 -0.0506 -4.8385
H 0.2389 -0.5369 -3.9373
H -0.0559 1.8398 -5.5504
H 0.0880 2.3384 -3.8667
H 3.4923 2.4093 -4.0879
H 2.0561 2.9477 -3.2574
H 3.1862 4.0645 -5.6178
H 1.7724 3.2186 -6.1790
H 1.3248 4.8775 -3.7416
H 0.3085 4.7253 -5.1540
H 2.8839 6.2264 -5.5287
H 1.7050 6.9729 -4.4787
H 0.0941 7.2139 -6.2215
H 1.6393 7.7274 -6.8466
H 0.9174 6.4993 -8.6454
H 1.9078 5.3418 -7.7933
H -0.3434 4.5843 -8.7944
H 0.0654 3.9911 -7.2135
H -1.6739 6.4913 -7.5377
H -1.6007 5.4116 -6.1542
H -2.3694 4.8697 -7.6397
H 4.5414 -1.6076 -4.1753
H 5.3406 -0.1787 -3.5009
H 3.7910 -1.4432 -2.0331
H 2.4399 -1.0216 -3.0503
H 3.1521 0.2411 -0.7383
H 2.1915 1.0148 -1.9595
H 5.2755 2.3674 -3.1316
H 5.5769 1.8905 -0.4773
H 2.8920 4.1683 -2.2318
H 2.5192 3.4885 -0.6462
H 3.7570 6.6060 0.2871
H 3.3325 6.6255 -1.4436
H 2.2795 5.7881 -0.2785
C -0.6410 -0.5636 2.6249
C 0.1264 -1.2131 1.4634
C -0.7021 -2.3240 0.8082
C -0.8371 -3.5717 1.6794
C 0.5306 -4.0903 2.1187
C 1.4001 -3.0236 2.7964
N 1.4267 -1.8132 1.9104
O 2.2989 -1.8875 0.9777
C 0.8823 -2.7083 4.2011
C 2.8332 -3.5262 2.9312
C 0.4291 -0.1206 0.4459
H -1.3127 0.1918 2.2150
H -1.2509 -1.2625 3.1921
H 0.0436 -0.0661 3.3118
H -0.2229 -2.5958 -0.1374
H -1.6870 -1.9152 0.5635
H -1.4634 -3.3671 2.5523
H -1.3515 -4.3516 1.1126
H 0.4195 -4.9269 2.8149
H 1.0671 -4.4697 1.2435
H 1.4054 -1.8459 4.6176
H 1.0685 -3.5657 4.8479
H -0.1850 -2.5214 4.2498
H 3.2355 -3.8595 1.9789
H 2.8406 -4.3620 3.6340
H 3.4826 -2.7396 3.3161
H 1.0440 0.6689 0.8808
H -0.5229 0.3104 0.1304
H 0.9470 -0.5008 -0.4309
C -4.2882 -6.0416 6.0866
C -2.7746 -5.8798 5.8914
C -2.0238 -7.1613 6.2681
C -1.9998 -7.4278 7.7714
C -1.4537 -6.2263 8.5395
C -2.1727 -4.9111 8.2155
N -2.2135 -4.7589 6.7216
O -1.1417 -4.2556 6.2360
C -3.5721 -4.8765 8.8358
C -1.3888 -3.7299 8.7766
C -2.5302 -5.5349 4.4268
H -4.7024 -6.5276 5.2032
H -4.5532 -6.6569 6.9425
H -4.7735 -5.0714 6.1935
H -0.9955 -7.0763 5.9040
H -2.4854 -7.9964 5.7345
H -2.9978 -7.6915 8.1326
H -1.3684 -8.2958 7.9703
H -1.5255 -6.3952 9.6172
H -0.3921 -6.1044 8.3046
H -4.1322 -4.0153 8.4696
H -3.4675 -4.7781 9.9167
H -4.1571 -5.7717 8.6509
H -0.3534 -3.7405 8.4492
H -1.4153 -3.7833 9.8663
H -1.8350 -2.7858 8.4630
H -3.0280 -4.6011 4.1617
H -2.9406 -6.3351 3.8087
H -1.4717 -5.4304 4.2071
*
```

These are the Löwdin partial charges, in e, on atoms 1 to 99: atom 1 (C): -0.111, atom 2 (C): -0.265, atom 3 (C): -0.222, atom 4 (C): -0.216, atom 5 (C): -0.208, atom 6 (C): -0.219, atom 7 (C): -0.194, atom 8 (C): -0.208, atom 9 (N): -0.168, atom 10 (C): -0.223, atom 11 (C): -0.146, atom 12 (C): -0.188, atom 13 (C): -0.197, atom 14 (C): -0.216, atom 15 (C): -0.206, atom 16 (C): -0.258, atom 17 (C): -0.118, atom 18 (C): -1.110, atom 19 (S): 0.611, atom 20 (S): 0.845, atom 21 (C): -0.472, atom 22 (C): -0.318, atom 23 (C): -0.283, atom 24 (Al): 0.305, atom 25 (C): -0.313, atom 26 (O): -0.295, atom 27 (C): -0.175, atom 28 (H): 0.071, atom 29 (H): 0.063, atom 30 (H): 0.065, atom 31 (H): 0.099, atom 32 (H): 0.098, atom 33 (H): 0.102, atom 34 (H): 0.099, atom 35 (H): 0.097, atom 36 (H): 0.104, atom 37 (H): 0.112, atom 38 (H): 0.109, atom 39 (H): 0.098, atom 40 (H): 0.107, atom 41 (H): 0.101, atom 42 (H): 0.091, atom 43 (H): 0.099, atom 44 (H): 0.114, atom 45 (H): 0.004, atom 46 (H): 0.074, atom 47 (H): 0.116, atom 48 (H): 0.098, atom 49 (H): 0.094, atom 50 (H): 0.088, atom 51 (H): 0.108, atom 52 (H): 0.102, atom 53 (H): 0.096, atom 54 (H): 0.102, atom 55 (H): 0.101, atom 56 (H): 0.109, atom 57 (H): 0.101, atom 58 (H): 0.076, atom 59 (H): 0.070, atom 60 (H): 0.061, atom 61 (H): 0.066, atom 62 (H): 0.057, atom 63 (H): 0.047, atom 64 (H): 0.101, atom 65 (H): 0.084, atom 66 (H): 0.026, atom 67 (H): 0.026, atom 68 (H): -0.064, atom 69 (H): -0.102, atom 70 (H): 0.026, atom 71 (H): 0.058, atom 72 (H): 0.074, atom 73 (H): 0.075, atom 74 (H): 0.073, atom 75 (C): -0.025, atom 76 (C): -0.474, atom 77 (C): -0.127, atom 78 (C): -0.176, atom 79 (C): -0.129, atom 80 (C): -0.485, atom 81 (N): -0.104, atom 82 (O): -0.014, atom 83 (C): -0.036, atom 84 (C): -0.042, atom 85 (C): -0.040, atom 86 (H): 0.080, atom 87 (H): 0.061, atom 88 (H): 0.092, atom 89 (H): 0.127, atom 90 (H): 0.120, atom 91 (H): 0.086, atom 92 (H): 0.112, atom 93 (H): 0.111, atom 94 (H): 0.124, atom 95 (H): 0.094, atom 96 (H): 0.077, atom 97 (H): 0.051, atom 98 (H): 0.078, atom 99 (H): 0.084

# 2
Below is a molecular structure, C28H56AlBF6I2MgNO21P2S, with properties calculated with ωB97M-V/def2-TZVPD.

**Energy**: -149027.5099 eV
**LUMO level**: -10.918 eV
**HOMO-LUMO gap**: 2.861 eV
**Highest occupied orbital energy**: -13.78 eV
**Relative energy (zero: lowest compared OMol25 entry of this formula, charge and spin)**: 907.0 kJ/mol
**Largest force on an atom**: 9.7 eV/Å

```
! RIJCOSX wB97M-V def2-TZVPD def2/J DEFGRID3
* xyz 3 1
C 0.1773 1.4442 0.4121
C 1.1469 0.5912 1.4086
O 2.5120 0.9026 1.0005
C 3.3403 -0.2808 0.9595
C 3.6168 -0.8346 -0.5468
P 5.0199 0.0771 -1.4550
N 4.8116 0.1954 -3.0470
C 4.0156 -2.4005 -0.6944
O 5.0291 -2.9756 -0.2347
O 3.0195 -3.1326 -1.4574
C 2.3789 -2.1464 -2.3519
C 1.0279 -2.8926 -2.8261
I 0.3549 -4.7971 -1.9987
C 0.2524 -2.2708 -3.8540
C 0.7255 -0.9005 -4.5299
I -1.6165 -3.1700 -4.5921
C 2.2324 -0.9047 -1.3573
F 2.0807 0.4310 -1.8819
H 0.7971 2.3718 0.1241
H -0.0517 0.8950 -0.5636
H -0.8001 1.6998 0.9519
H 0.8975 0.8812 2.4855
H 0.8992 -0.5360 1.3106
H 2.9549 -1.1282 1.6280
H 4.3819 0.0297 1.3636
H 6.2849 -0.5998 -1.2564
H 5.1142 1.3833 -0.8740
H 4.7575 1.1922 -3.3298
H 3.0685 -2.0793 -3.2602
H -0.0619 -0.6277 -5.3318
H 1.7535 -1.0158 -5.0466
H 0.7930 -0.0068 -3.8006
H 1.4460 -1.2782 -0.6120
B 7.2479 -4.8148 -2.3862
O 6.2229 -4.1867 -3.2524
C 6.1580 -4.8974 -4.3605
O 5.4068 -4.6450 -5.2965
C 7.1129 -6.0104 -4.2939
O 7.2915 -6.8383 -5.1544
O 7.7604 -5.9721 -3.1377
F 6.6586 -5.2484 -1.1583
F 8.3035 -3.8889 -2.1277
O -6.0884 0.7111 0.4370
P -5.3471 1.7220 1.3164
O -5.5015 3.0201 0.2994
C -6.7971 3.4839 -0.0589
C -7.3675 4.3905 1.0136
O -3.8157 1.2745 0.8844
C -3.5422 -0.0477 0.4238
C -3.5383 -0.0861 -1.0929
O -4.5500 2.7932 2.4119
C -5.2097 3.1870 3.5988
C -6.0682 2.1017 4.2250
H -7.4754 2.6505 -0.2591
H -6.6913 4.0451 -0.9906
H -7.6058 3.8168 1.9152
H -8.2868 4.8667 0.6656
H -6.6488 5.1658 1.2904
H -4.2462 -0.7668 0.8477
H -2.5494 -0.3244 0.7931
H -4.4621 0.3225 -1.5117
H -3.4158 -1.1093 -1.4553
H -2.7229 0.5255 -1.4878
H -5.8082 4.0811 3.3962
H -4.4285 3.4826 4.3149
H -6.9059 1.8360 3.5737
H -6.4749 2.4347 5.1818
H -5.4812 1.1944 4.3842
C 2.8106 -6.0919 3.7807
C 2.1962 -4.9650 4.5876
O 1.4791 -4.0557 3.7312
C 0.2461 -4.4529 3.3483
O -0.2610 -5.4935 3.6765
C -0.4153 -3.3830 2.4875
F 0.4104 -2.9033 1.5298
F -0.8086 -2.3148 3.2206
F -1.5123 -3.8305 1.8509
H 3.4385 -5.6923 2.9795
H 3.4173 -6.7374 4.4186
H 2.0412 -6.7041 3.3041
H 2.9878 -4.3856 5.0677
H 1.5454 -5.3431 5.3811
O -2.3010 4.3870 5.7302
H -2.2538 3.4011 5.8219
H -1.8530 4.6950 4.8988
H -1.9306 4.8410 6.5267
C -1.0112 2.5150 -4.1161
O -0.9422 1.1862 -3.9595
H -0.2803 2.9857 -4.8383
H -1.9665 2.9301 -4.4860
H -0.8435 3.1397 -3.2194
O 0.9109 4.9564 1.4106
S 1.9110 5.8788 0.9321
O 2.3523 6.9989 1.7175
O 1.4798 6.4072 -0.5350
C 0.2018 7.0306 -0.6854
C 0.1866 8.4291 -0.0962
C 3.3414 4.9598 0.4361
H -0.5834 6.4068 -0.2463
H 0.0013 7.0928 -1.7577
H 0.3192 8.4031 0.9874
H -0.7622 8.9280 -0.3052
H 1.0029 9.0284 -0.5066
H 3.0301 4.1227 -0.1885
H 3.8283 4.5938 1.3402
H 4.0155 5.6233 -0.1051
O -4.8394 4.8314 7.2109
H -4.0089 4.7141 6.6836
H -5.6095 5.0499 6.6300
H -4.7255 5.5039 7.9263
O -2.5100 -7.8558 -4.7160
C -1.6396 -7.7833 -3.7562
C -0.4540 -8.8971 -4.0193
O 0.4060 -8.8257 -3.0488
H -2.0026 -7.9778 -2.7336
H -1.1120 -6.8235 -3.6274
H -0.0847 -8.6922 -5.0377
H -0.9805 -9.8553 -4.1593
Mg 1.1726 1.3564 -5.3362
Al 7.2478 -3.6610 -5.8670
*
```

These are the Löwdin partial charges, in e, on atoms 1 to 99: atom 1 (C): -0.060, atom 2 (C): -0.223, atom 3 (O): -0.184, atom 4 (C): -0.156, atom 5 (C): -0.309, atom 6 (P): 0.834, atom 7 (N): -0.333, atom 8 (C): -0.316, atom 9 (O): 0.120, atom 10 (O): -0.078, atom 11 (C): -0.239, atom 12 (C): -0.597, atom 13 (I): 0.932, atom 14 (C): -0.686, atom 15 (C): -0.233, atom 16 (I): 0.815, atom 17 (C): -0.162, atom 18 (F): -0.070, atom 19 (H): 0.074, atom 20 (H): 0.067, atom 21 (H): 0.075, atom 22 (H): 0.119, atom 23 (H): 0.099, atom 24 (H): 0.149, atom 25 (H): 0.143, atom 26 (H): 0.055, atom 27 (H): 0.023, atom 28 (H): -0.050, atom 29 (H): 0.159, atom 30 (H): 0.065, atom 31 (H): 0.094, atom 32 (H): 0.027, atom 33 (H): 0.166, atom 34 (B): -1.014, atom 35 (O): 0.220, atom 36 (C): -0.606, atom 37 (O): 0.020, atom 38 (C): -0.470, atom 39 (O): 0.185, atom 40 (O): 0.265, atom 41 (F): 0.126, atom 42 (F): 0.119, atom 43 (O): -0.191, atom 44 (P): 0.706, atom 45 (O): -0.219, atom 46 (C): -0.283, atom 47 (C): -0.078, atom 48 (O): -0.235, atom 49 (C): -0.291, atom 50 (C): -0.055, atom 51 (O): -0.214, atom 52 (C): -0.346, atom 53 (C): -0.078, atom 54 (H): 0.114, atom 55 (H): 0.128, atom 56 (H): 0.060, atom 57 (H): 0.090, atom 58 (H): 0.077, atom 59 (H): 0.109, atom 60 (H): 0.103, atom 61 (H): 0.080, atom 62 (H): 0.082, atom 63 (H): 0.065, atom 64 (H): 0.101, atom 65 (H): 0.064, atom 66 (H): 0.084, atom 67 (H): 0.075, atom 68 (H): 0.095, atom 69 (C): -0.053, atom 70 (C): -0.199, atom 71 (O): 0.010, atom 72 (C): -0.371, atom 73 (O): 0.182, atom 74 (C): -0.505, atom 75 (F): 0.113, atom 76 (F): 0.139, atom 77 (F): 0.157, atom 78 (H): 0.086, atom 79 (H): 0.091, atom 80 (H): 0.080, atom 81 (H): 0.126, atom 82 (H): 0.129, atom 83 (O): 0.325, atom 84 (H): 0.228, atom 85 (H): 0.241, atom 86 (H): 0.220, atom 87 (C): -0.379, atom 88 (O): -0.347, atom 89 (H): 0.018, atom 90 (H): 0.087, atom 91 (H): 0.083, atom 92 (O): -0.318, atom 93 (S): 0.595, atom 94 (O): -0.273, atom 95 (O): -0.263, atom 96 (C): -0.268, atom 97 (C): -0.072, atom 98 (C): -0.113, atom 99 (H): 0.111

Q: Among the records above, which one has the lowest largest force on an atom?
A: C40H83AlN3O3S2

Q: Look up the largest force on an atom of the first one.
A: 0.9 eV/Å

Q: Which of these has the highest largest force on an atom?
A: C28H56AlBF6I2MgNO21P2S